Record 1
69
Properties=species:S:1:pos:R:3:forces:R:3 method="wB97M-V/def2-TZVPD" de_lowest_kj_mol=617.3 e_tot_ev=-39077.9519 smiles="O=C1OCCO1.c1ccncc1.CCCC#N.CCCC#N.CCCC#N.CCCC#N"
C -9.688273 -3.328926 3.085282 0.467 0.832 -2.041
H -10.698292 -5.781981 3.846714 -0.498 0.203 0.174
H -11.229282 -3.292404 4.581579 -0.105 -0.206 -0.390
H -5.378439 -5.464057 -3.275064 0.061 -0.112 0.364
H -10.575721 -5.491841 5.621241 -0.472 0.077 -0.166
H -8.648609 -6.851783 4.833059 -0.547 -0.162 -0.368
H 7.275098 -7.497829 3.872983 -0.247 -0.255 0.098
C -3.375451 -5.432473 -2.226962 -2.456 -0.030 -0.924
H 9.526273 -6.862489 4.051124 -0.038 -0.007 -0.299
C 7.741517 -7.547877 4.856875 -0.890 0.638 0.516
C -2.242139 -12.184956 -2.973705 1.259 -0.487 -0.101
N -9.246873 -2.986905 2.052192 -1.121 -0.998 2.703
N -0.913792 -9.336381 12.250813 1.762 1.252 -0.233
C 7.145071 -8.575276 5.701995 0.239 0.751 -0.830
C -3.536835 -12.128150 -2.301596 -2.666 -0.010 0.859
H 2.007282 -5.840378 12.647129 0.268 -0.224 -0.329
H 9.167598 -9.909964 4.478033 -0.202 0.161 0.045
C -1.514394 -13.578950 -2.987564 -1.135 0.414 -1.509
H -1.608697 -11.211124 5.981494 0.237 0.239 0.125
H 7.538702 -6.602724 5.360496 -0.277 0.155 -0.094
N -4.618606 -12.058915 -1.852672 2.765 -0.228 -0.965
C 1.099190 -7.645347 12.039807 0.302 -1.680 -1.068
C 1.104287 -6.412418 12.860398 -0.291 2.322 -0.190
C -2.236942 -14.548492 -3.999673 0.078 0.368 1.743
H -1.239907 -12.415736 3.544812 0.373 -0.573 0.052
H -3.811743 -5.462304 -1.239460 0.152 0.158 0.231
C 1.086952 -6.667211 14.330672 -0.591 -0.835 0.585
C -0.579375 -11.821782 4.176478 -2.609 -0.952 -0.927
O 0.784387 -8.897446 3.314116 -1.532 -0.739 1.857
H 0.340365 -5.693280 12.564828 -0.481 -0.297 -0.009
H 9.389817 -8.925137 2.999620 0.146 -0.455 -0.079
C -10.169194 -5.252022 4.638735 0.126 -0.004 -0.033
H -2.372977 -11.817884 -3.991669 -0.042 0.044 -0.006
H -0.495957 -5.313021 -3.925091 0.084 0.207 -0.228
H -1.437613 -13.840340 -1.932159 -0.001 -0.803 -0.269
H 1.089846 -7.519419 10.957145 0.464 0.691 -0.072
H -1.631912 -15.426766 -4.224794 -0.050 0.057 0.033
H -9.602365 -3.182169 5.122842 0.138 -0.209 0.277
H 0.336391 -7.435067 14.518210 0.076 -0.271 0.258
H -1.530673 -11.526982 -2.474737 -0.312 0.392 0.079
C -2.016151 -5.331571 -2.410021 -0.548 0.297 -0.355
C -10.239170 -3.718321 4.419184 0.758 -0.152 -0.539
H 2.067016 -7.050081 14.615226 -0.106 0.039 0.441
O 0.061002 -10.929183 3.306059 0.836 -3.321 -0.941
H 9.773906 -7.416892 5.608287 -0.336 -0.503 0.424
O -0.795071 -9.666493 4.851412 1.384 1.188 0.215
H 10.727420 -9.191759 4.164543 -0.017 0.154 -0.192
H -2.473336 -14.015338 -4.920536 0.115 -0.006 0.033
H 0.760896 -5.837955 14.958474 0.458 0.235 -0.224
C -1.489301 -10.892155 4.946068 -0.356 0.312 1.295
H 0.051623 -12.471736 4.782690 0.361 0.445 -0.106
C -4.300723 -5.476399 -3.344212 2.645 -0.334 1.890
H -8.212797 -5.366900 5.475828 0.293 0.441 -0.161
C -0.000809 -8.615802 12.164370 -1.899 -0.864 0.998
H 2.025824 -8.165374 12.282754 0.039 -0.373 -0.168
C 0.088848 -9.763364 3.825817 1.393 4.324 -0.919
N 6.658902 -9.328316 6.402122 -0.488 -0.971 0.796
H -4.449870 -5.429178 -5.346829 0.693 -0.404 -1.142
C -8.756682 -5.786425 4.629496 0.836 0.161 0.465
C 9.204037 -7.666194 4.713185 2.349 -1.006 -0.923
H -1.388739 -5.145527 -1.550862 0.286 -0.301 -0.096
N -2.384970 -5.434915 -4.782924 0.808 -0.143 0.070
C -3.697294 -5.527669 -4.578497 -0.758 1.151 0.676
C 9.654953 -9.033325 4.051325 -0.246 1.335 0.545
H -8.245798 -5.557495 3.694249 0.128 0.015 0.078
H -0.519307 -13.464436 -3.417435 0.135 0.483 0.419
H -2.488641 -10.620804 4.605808 -0.087 -0.915 -0.657
C -1.557154 -5.331086 -3.725240 -0.967 -0.499 -0.482
H -3.167332 -14.861423 -3.525820 -0.142 -0.212 -0.307

Record 2
90
Properties=species:S:1:pos:R:3:forces:R:3 method="wB97M-V/def2-TZVPD" de_lowest_kj_mol=261.9 e_tot_ev=-113625.3143
H -2.178908 4.936062 1.399883 0.213 -0.590 0.101
O 0.753108 4.104083 3.620406 0.077 -1.173 -0.510
O 3.081840 -3.846037 -1.885222 0.757 -0.296 0.230
S -3.769532 -1.776860 -5.046880 1.211 -0.156 -0.343
H -4.731683 4.506420 0.424469 -0.115 -0.349 0.088
C -2.046202 4.799189 0.327347 -0.041 0.040 -1.013
O 3.063023 1.982614 -2.174775 0.081 -0.039 -0.699
H -2.872083 2.752559 0.334773 -0.298 0.011 -0.059
H -1.547275 2.576510 3.713845 0.541 -0.686 0.443
H -1.369112 -2.635497 -2.982584 -0.049 -0.368 0.486
H 1.262235 -2.845928 -4.350592 -0.366 -0.098 0.147
H -1.684681 -5.697434 -0.961086 0.064 0.116 -0.069
H -2.143397 -3.212283 2.067966 0.296 0.085 0.550
H 2.798126 -0.984333 -2.861199 0.469 0.178 -0.231
C -2.874447 3.629840 -0.305712 -0.303 1.433 0.006
H 3.328036 3.716263 3.476224 0.048 -0.175 0.262
F 0.681231 -1.533815 -0.522035 0.089 0.472 -0.364
C 4.192171 2.002023 -1.746176 0.222 1.234 0.984
C 3.738034 -2.767473 -2.332258 1.274 1.097 0.748
H 3.832588 1.141757 2.756420 -0.333 -0.836 0.075
H -3.127869 -1.544461 -1.622865 0.391 0.716 -0.545
H -0.826479 -4.363391 2.776219 0.525 1.422 -0.084
H -0.999673 4.799368 0.028922 0.089 -0.227 0.432
Ag 0.761647 2.096922 -2.429147 0.791 1.174 -0.224
O -2.334085 -5.277832 2.102863 -0.636 0.002 0.042
O -1.039041 -0.751738 4.199118 -0.673 1.015 -0.559
O -3.467077 -0.838015 -6.099122 -0.279 -0.837 1.827
F 0.016379 0.127113 -2.000308 -0.077 -1.051 -0.124
H -2.068439 0.778859 2.247601 -0.254 -0.005 -0.308
H -4.310850 -2.584643 -2.324780 -0.072 -0.005 -0.042
H 0.864178 -1.983092 -2.823902 -0.439 -0.577 0.104
O -2.841524 -1.235164 5.702641 -0.537 1.424 -0.860
H -1.008119 -3.170564 0.092117 0.322 0.080 0.083
C 6.251827 2.958260 -1.294649 -0.043 0.301 1.495
H -2.558544 3.348035 -1.311169 0.630 -0.049 0.181
O -4.427933 6.713124 -1.249797 0.313 -0.840 0.288
C 2.932624 -1.980464 -3.278232 -1.798 -0.153 -0.699
C -2.066523 -5.011634 -0.205778 1.086 -0.596 0.447
H -3.654856 1.649011 2.279264 -0.540 -0.822 -0.023
H 1.037208 -4.054443 -1.798169 0.304 -0.644 0.297
C -3.436663 -1.975172 -2.570890 -0.632 -2.271 -0.235
C -1.507081 -4.089332 1.973422 0.085 -1.825 -0.957
O 0.826985 1.863128 3.806777 -0.199 0.389 -0.545
H 6.317105 3.936530 -0.820126 0.195 0.194 -0.489
H -2.890541 -4.464222 -0.662546 0.036 0.297 0.265
H 1.833430 -4.898708 -3.169326 0.185 0.012 0.036
H 1.732461 0.395424 4.686883 0.173 -1.021 -0.434
C 5.979971 1.951389 -0.170515 1.082 -0.496 -0.108
O -3.394751 -0.038829 3.549859 -0.802 -2.165 -0.047
C 2.780040 2.884824 3.030772 -0.304 1.203 0.283
H 1.428115 0.147279 2.879530 0.411 -0.237 0.111
C 4.757497 1.194249 -0.616531 0.152 -0.697 0.522
O -2.571544 6.017028 -0.246354 0.409 -0.131 -0.043
C 1.808210 0.783256 3.673007 -0.618 0.946 1.184
H 5.880401 2.430315 0.801942 -0.183 0.069 -0.096
H 2.933372 3.054410 1.963388 -0.406 -0.335 -0.133
H 4.093439 1.043829 0.233633 -0.597 0.131 -0.473
H -2.572644 -3.982039 -3.142590 -0.110 0.080 0.133
C -2.384753 -2.917543 -3.259948 0.497 1.147 0.156
H -3.165360 2.769615 4.233037 -0.207 -0.217 0.038
H 5.045756 0.186499 -0.923388 -0.264 -0.002 -0.409
C -2.935229 1.066042 2.847758 2.085 1.929 0.438
S -2.322357 -0.352476 4.700149 0.300 -0.813 1.366
F -0.581735 1.407570 -0.242953 0.089 0.777 -0.716
C -2.562786 -5.871507 0.931264 -0.435 -0.986 -0.270
H 6.802052 1.239255 -0.098849 0.137 0.225 0.186
C -4.188326 4.397675 -0.523007 -0.813 -0.503 0.948
O 4.824940 -2.387861 -1.954971 -0.519 -1.031 0.214
O 5.073360 2.975396 -2.106460 -0.679 -0.951 -0.522
O -2.393850 -2.564608 -4.644277 -1.221 0.244 -1.100
H 3.418914 -1.968850 -4.252278 0.078 0.263 0.077
F -0.119658 -0.191018 1.263869 1.280 0.136 -0.654
C -3.794594 5.813110 -0.753277 -0.354 1.385 -0.790
C 1.332495 3.047161 3.456355 0.032 1.276 0.488
F 1.572442 0.520119 -0.164366 -1.087 0.147 -0.982
C 1.840134 -4.015773 -2.534438 -1.821 1.599 -0.397
H 7.178586 2.732064 -1.816410 -0.365 0.048 -0.576
C 1.538385 -2.675643 -3.311669 1.850 -0.241 -0.545
O -3.828688 -1.062744 -3.582501 -0.341 0.799 -0.966
O -3.029278 -6.978861 0.845465 -0.062 0.523 0.048
O -4.841820 -2.706726 -5.247946 0.639 0.659 0.685
C -0.967643 -4.176229 0.507993 -1.167 1.342 -0.336
P 0.051044 -0.060622 -0.384533 -0.867 -2.204 4.934
H 0.052527 -4.520797 0.357903 -0.129 -0.437 0.332
H 3.753763 1.508894 4.415959 -0.442 0.138 0.271
F -1.433151 -0.754449 -0.338340 0.025 0.534 -1.711
O -2.365090 1.192899 5.166389 1.280 -1.032 0.353
C -2.425781 1.999155 4.001154 -1.116 1.353 -0.821
H -4.926122 4.065088 -1.248823 0.309 -0.214 -0.129
C 3.138099 1.508898 3.517164 1.472 -0.265 -1.148

Record 3
82
Properties=species:S:1:pos:R:3:forces:R:3 method="wB97M-V/def2-TZVPD" total_charge=+1 e_tot_ev=-102009.9552
H -4.736759 -1.243099 -0.602438 0.325 0.080 0.143
H 0.208199 -3.377340 -3.007429 0.042 0.344 -0.299
H 10.653946 -4.710475 1.164565 -2.685 -0.155 -0.420
C 0.636284 8.683315 2.439874 -0.257 -0.279 -0.404
H -3.166776 -1.640576 -6.665170 0.182 -0.088 -0.082
H -2.888907 -3.384116 -6.894998 0.142 0.159 -0.068
H -4.493651 -0.453800 -3.819444 0.085 -0.185 0.033
C 5.272800 -3.628012 1.640076 3.062 3.452 -1.754
C 1.564041 9.268744 4.521668 0.278 -0.466 0.158
O -3.997573 2.051948 -1.052084 0.511 0.674 -0.626
H -3.635570 -0.498380 -1.789996 -0.042 -0.082 0.004
H -8.442032 3.473224 0.020420 0.035 0.024 0.185
C -7.711321 2.685672 0.233777 -0.291 0.009 -0.116
H -5.381895 -1.932114 -3.319080 0.194 -0.023 -0.153
O 2.301966 -5.356539 0.807752 6.722 3.282 6.153
F 0.085556 -1.564579 -0.280877 0.808 1.790 0.495
O 1.930129 11.559891 3.835267 -0.733 -2.008 -1.003
C -1.144483 4.964658 2.080007 0.191 0.254 0.936
O -5.685022 -0.272180 -2.123890 0.388 0.420 -0.097
H -2.015418 5.486099 2.484448 0.124 -0.260 -0.241
H 0.711935 9.365197 5.200215 0.152 0.113 0.037
H -5.832172 3.964881 -0.631959 0.009 -0.025 0.032
F 0.957968 -5.889881 -0.636058 -1.302 -0.407 -1.409
H -4.299785 3.399519 -2.529506 -0.033 0.387 -0.107
O -2.414444 -3.085255 -1.218584 -0.067 0.388 -1.153
C -0.255438 -2.916585 -2.132126 -0.889 -2.904 -0.665
C -4.883260 2.619835 -2.026258 -0.613 -0.131 0.102
H -1.935492 -2.481682 -5.692302 -0.046 0.055 -0.171
H 7.300503 -6.705256 2.787698 -0.368 2.197 -1.608
H -5.402104 1.095287 0.164204 -0.007 0.084 -0.360
H 0.856027 8.174343 1.496857 -0.058 0.300 -0.011
H -0.284035 -4.879946 -1.278880 0.558 -2.096 -0.225
C 3.410236 -5.023584 1.477528 -2.667 -3.914 -2.881
H -6.998707 3.029001 0.987075 0.043 0.106 0.070
H -6.644432 3.855426 -2.212320 0.225 0.187 -0.097
N -0.493002 -1.866475 -8.615185 -6.941 -2.013 7.058
H 8.086002 -3.653345 2.223708 0.625 -2.256 -0.177
C -1.360925 -2.120657 -7.736512 5.706 1.678 -5.842
H 9.321065 -3.940440 0.041116 0.209 -1.826 1.839
Li -2.342032 3.086810 -1.878351 -0.502 -0.651 0.657
O 1.057660 10.044224 2.361454 0.239 0.323 0.221
O 9.259935 -5.155007 3.306290 -2.905 0.944 -0.608
H -1.890038 -4.313406 0.362960 -0.311 -0.006 -0.258
H 0.675422 -3.733704 -0.328264 -0.409 -0.288 -0.334
H -0.445088 8.661774 2.611145 0.013 0.035 -0.004
H 0.911157 7.234619 4.048191 0.031 0.055 -0.085
H -1.340484 -2.622902 0.473932 0.039 -0.369 -0.308
C -4.572933 -0.365738 -1.237472 -0.479 0.366 0.003
Cl -1.520292 4.395852 0.449030 -0.110 0.049 -0.501
C 1.565718 10.426357 3.569776 0.587 2.491 0.761
H -5.136883 1.889332 -2.795411 -0.157 -0.064 0.183
Cl -0.735601 3.614912 3.145980 -0.061 0.262 -0.153
H -6.241599 -0.566378 -4.068431 -0.027 -0.034 0.215
C -5.425709 -0.844316 -3.396747 -0.248 0.011 0.029
H -3.721807 0.687888 0.414303 0.050 0.075 -0.219
C -1.486987 -3.469696 -0.204775 -0.492 -1.003 0.852
H 8.893096 -4.622184 4.085739 1.115 -1.175 -1.106
O 5.865865 -2.512494 1.207857 -4.643 -8.266 3.524
F 10.557968 -4.518765 4.735985 0.341 0.502 0.430
C -2.407090 -2.426977 -6.677292 0.940 0.212 -0.863
H 0.206860 -1.950448 -1.911508 0.407 0.571 0.688
O 3.851716 -3.759940 2.095541 0.534 -0.993 -2.990
H 9.449724 -5.818939 0.210226 -0.013 1.919 1.430
C 8.479352 -4.756444 2.111293 1.184 0.279 -0.789
Cl 4.538680 -7.965757 1.758673 0.084 3.740 -0.263
H 2.397451 7.766324 3.244250 -0.182 0.016 0.034
C 7.265229 -5.855064 1.950349 -0.044 0.303 -1.309
C 1.409288 8.093248 3.590181 0.238 -0.886 0.210
C 4.621540 -6.107520 1.692463 1.888 4.617 0.335
H -0.294366 5.649416 2.030936 -0.165 -0.293 -0.170
O -7.052509 2.299057 -0.956051 0.799 0.216 -0.073
C -0.224861 -3.838627 -0.939519 1.008 3.602 1.010
C -6.132040 3.281860 -1.434050 -0.348 -0.576 -0.028
H -8.235485 1.815035 0.633213 0.052 0.064 -0.186
O -2.244031 -2.264011 -3.346279 -0.056 -0.466 1.328
H 2.501018 9.216787 5.080941 -0.309 0.294 0.094
Al 2.157968 -5.484618 3.832363 -0.104 -0.028 -0.246
H 7.487345 -6.436211 0.931514 -0.626 1.261 2.129
C -1.726566 -2.719654 -2.339900 -0.331 0.668 -0.851
C 5.781779 -5.180152 1.775720 -1.318 -3.759 0.081
C -4.468965 0.886469 -0.361775 0.135 -1.065 0.500
C 9.517141 -4.813733 0.824364 0.541 0.182 -0.644